# 1
Below is a cluster of 2 separate species, C7H17NO in total at a distorted geometry, with properties calculated with the ωB97M-V functional and the def2-TZVPD basis.

```
26
Properties=species:S:1:pos:R:3:forces:R:3
C -1.091 1.112 1.256 1.29 -0.51 0.42
C -2.442 1.795 1.592 3.15 1.11 0.65
C -0.626 2.965 -0.335 0.99 -0.58 -1.27
C 0.013 -0.871 -0.611 -0.73 1.86 0.25
C -0.002 0.666 -0.879 2.32 -0.42 -0.73
O 0.484 1.009 -1.950 -0.68 0.44 -0.08
N -0.325 1.591 0.074 -1.79 -0.56 0.71
H -0.387 1.090 2.120 -0.52 0.64 -0.19
H -1.214 0.041 1.137 -0.50 -0.02 -0.33
H -2.726 2.450 0.778 -1.38 -1.07 -0.46
H -2.206 2.590 2.310 -0.04 -0.24 0.37
H 0.142 3.315 -1.027 0.44 0.02 0.54
H 0.616 -1.292 -1.401 -0.25 -0.09 -0.29
H -2.944 1.028 2.145 -1.53 0.05 -0.45
H -1.475 2.993 -1.027 -0.54 0.14 0.68
H -0.676 3.582 0.556 -0.27 0.19 -0.21
H 0.472 -1.138 0.337 -0.38 0.00 0.21
H -1.057 -1.104 -0.682 0.39 -0.85 0.17
C 1.369 -3.757 0.732 0.81 0.76 -0.21
C 2.529 -3.643 -0.293 -0.78 -0.11 0.54
H 1.282 -4.760 1.144 -0.16 -0.01 -0.10
H 1.541 -3.065 1.561 -0.08 -0.09 0.04
H 0.458 -3.422 0.236 -0.20 -0.43 0.16
H 3.512 -3.644 0.184 -0.13 -0.20 -0.14
H 2.424 -2.716 -0.857 0.13 -0.03 -0.03
H 2.409 -4.479 -0.976 0.43 0.00 -0.24
```
Forces are in eV/Å.

The value obtained for the total energy is -11071.3669 eV. The value obtained for the strongest force on any atom is 0.06618 hartree/bohr. For the LUMO energy, the calculation gives 0.029 Eh. As for the HOMO energy: -9.08 eV. As for the energy above the lowest of the compared OMol25 structures with the same formula, charge and spin: 40.8 kcal per mole. Its orbital gap is 0.362 Eh. As for the SMILES: CCN(C)C(C)=O.CC. As for the charge: 0.

natural (NBO) atomic charge list, values in e, 2 entries: atom 1 (C): -0.21, atom 2 (C): -0.66



# 2
Below is a cluster of 2 separate species, C7H17NO in total, with properties calculated with the ωB97M-V functional and the def2-TZVPD basis.

```
26
Properties=species:S:1:pos:R:3:forces:R:3
O -0.129 -1.966 -1.655 0.67 0.26 0.09
C 1.024 -1.580 -1.525 -0.43 -0.05 -0.14
N 1.560 -0.616 -2.332 0.19 0.36 -0.27
C 1.967 -2.118 -0.471 0.06 -0.36 0.43
H 2.525 -0.295 -2.221 -0.86 -0.25 -0.13
H 0.968 -0.214 -3.063 0.49 -0.27 0.55
H 1.444 -2.885 0.125 0.22 0.40 -0.33
H 2.302 -1.315 0.206 -0.09 -0.25 -0.29
H 2.855 -2.579 -0.936 -0.31 0.23 0.15
C -0.559 -0.736 2.725 -0.06 -0.01 0.03
C -0.636 2.589 -1.116 -0.05 0.04 -0.02
C -1.298 -0.268 1.471 -0.18 -0.17 -0.13
C -1.336 1.400 -0.457 -0.15 -0.14 -0.13
C -0.612 0.919 0.798 0.04 0.05 0.05
H 0.468 -1.042 2.467 -0.30 0.08 0.19
H -0.507 0.084 3.461 0.06 -0.34 -0.17
H -1.076 -1.592 3.189 0.27 0.32 -0.11
H -0.585 3.436 -0.412 0.06 -0.22 -0.32
H 0.391 2.309 -1.406 -0.30 0.18 0.08
H -1.180 2.914 -2.019 0.26 -0.05 0.32
H -1.359 -1.103 0.747 -0.07 0.35 0.26
H -2.332 0.021 1.739 0.35 -0.17 -0.15
H -1.397 0.563 -1.178 -0.08 0.29 0.31
H -2.370 1.687 -0.186 0.35 -0.17 -0.16
H -0.551 1.756 1.521 0.12 -0.26 -0.23
H 0.422 0.632 0.529 -0.26 0.17 0.13
```
Forces are in eV/Å.

The value obtained for the total energy is -11073.1383 eV. The value obtained for the strongest force on any atom is 0.01752 hartree/bohr. For the LUMO energy, the calculation gives 0.029 Eh. As for the HOMO energy: -9.95 eV. As for the energy above the lowest of the compared OMol25 structures with the same formula, charge and spin: 0.0 kcal per mole. Its orbital gap is 0.394 Eh. As for the SMILES: CC(N)=O.CCCCC. As for the charge: 0.

natural (NBO) atomic charge list, values in e, 2 entries: atom 1 (O): -0.62, atom 2 (C): 0.67



# 3
Below is the ion C7H17NO2P with charge +1 at a distorted geometry, with properties calculated with the ωB97M-V functional and the def2-TZVPD basis.

```
28
Properties=species:S:1:pos:R:3:forces:R:3
C 1.360 -1.360 1.115 0.99 -0.51 2.21
C 1.572 -0.469 -0.086 4.17 0.96 1.18
C -2.368 -0.015 0.380 -0.89 -0.31 0.42
C 2.755 -1.020 -0.941 -2.35 -0.56 -0.05
C 1.909 0.909 0.500 -0.99 3.01 -1.09
C -1.961 1.445 0.763 0.61 -2.53 -1.00
C -3.316 -0.025 -0.855 0.21 0.38 3.28
N 0.383 -0.339 -0.815 -2.66 -0.10 -0.88
O -1.180 -2.552 -0.296 -0.19 -1.12 -0.38
O 0.004 -1.111 1.579 -0.99 -0.09 -1.21
P -0.990 -1.271 0.322 0.31 3.25 -0.20
H 1.480 -2.428 0.865 -0.05 0.31 0.35
H 2.035 -1.029 2.024 -1.20 -1.02 -2.06
H 3.131 -0.338 -1.699 -0.38 -0.14 -0.30
H 2.502 -2.061 -1.253 0.18 0.90 -0.45
H 3.509 -1.147 -0.252 2.07 -0.27 1.49
H 1.150 1.705 0.024 1.98 -1.25 0.74
H 2.970 1.282 0.294 -1.54 -0.65 0.53
H 1.595 0.999 1.549 0.68 -0.12 -0.18
H -2.726 1.897 1.317 -1.14 0.64 0.68
H -1.707 2.057 -0.106 0.17 -0.19 0.17
H -1.161 1.196 1.410 1.32 1.12 0.86
H -3.757 -0.954 -0.989 -0.85 -1.59 -0.55
H -2.599 0.195 -1.512 1.87 0.83 -3.99
H -4.033 0.784 -0.788 -0.08 -0.01 0.18
H 0.266 0.659 -1.051 -0.51 -0.69 0.11
H 0.487 -0.839 -1.679 -0.46 -0.50 -0.68
H -2.911 -0.505 1.181 -0.30 0.28 0.81
```
Forces are in eV/Å.

The value obtained for the total energy is -22402.2798 eV. The value obtained for the strongest force on any atom is 0.08725 hartree/bohr. For the LUMO energy, the calculation gives -0.105 Eh. As for the HOMO energy: -15.17 eV. As for the energy above the lowest of the compared OMol25 structures with the same formula, charge and spin: 0.0 kcal per mole. Its orbital gap is 0.452 Eh. As for the SMILES: CC(C)[P@@]1(=O)[NH2+]C(C)(C)CO1. As for the charge: +1.

natural (NBO) atomic charge list, values in e, 2 entries: atom 1 (C): -0.09, atom 2 (C): 0.03



# 4
Below is the molecule C7H17NO2S2 at a distorted geometry, with properties calculated with the ωB97M-V functional and the def2-TZVPD basis.

```
29
Properties=species:S:1:pos:R:3:forces:R:3
C 0.842 -2.623 -2.521 -0.93 3.40 0.24
C -0.549 2.054 -0.351 0.05 -1.92 -2.02
C -0.545 1.725 1.943 0.11 0.53 2.52
C -2.172 0.518 0.711 0.59 2.32 1.02
C 0.651 -2.241 -1.091 -0.59 2.79 0.75
C 0.221 -0.731 -0.937 -1.03 1.06 -2.47
C 0.136 -0.157 0.454 3.65 -0.28 1.18
N -0.694 1.002 0.682 -2.85 0.99 -1.20
O 2.132 1.591 0.492 0.59 0.65 -0.19
O 2.755 -0.798 0.617 0.38 -0.16 -0.12
S 2.003 0.434 3.114 0.56 -0.67 -0.47
S 1.995 0.306 1.138 -1.43 -0.93 -0.12
H 1.591 -2.149 -3.122 0.71 0.98 0.27
H 1.123 -3.569 -2.525 0.66 -4.71 -0.41
H -0.071 -2.408 -3.009 -1.13 -0.41 -0.95
H -0.873 1.508 -1.292 0.04 1.54 0.76
H -1.148 2.870 0.039 0.09 0.23 -0.96
H 0.536 2.199 -0.434 -0.51 0.67 0.12
H -0.800 2.839 1.989 0.38 -1.58 -0.95
H -1.333 1.239 2.500 0.57 0.18 1.43
H 0.467 1.551 2.380 -1.22 0.47 -0.10
H -2.316 -0.294 1.428 0.31 0.13 -0.30
H -2.662 1.445 1.089 -0.24 -0.94 -0.39
H -2.523 0.329 -0.264 -0.27 -0.58 -1.11
H -0.214 -2.736 -0.660 0.37 -0.90 0.22
H 1.573 -2.322 -0.553 0.23 -0.51 0.70
H 0.966 -0.111 -1.566 -1.34 -0.67 0.83
H -0.900 -0.610 -1.407 2.63 -0.31 0.64
H -0.191 -0.859 1.155 -0.41 -1.40 1.08
```
Forces are in eV/Å.

The value obtained for the total energy is -34786.5201 eV. The value obtained for the strongest force on any atom is 0.09279 hartree/bohr. For the LUMO energy, the calculation gives 0.007 Eh. As for the HOMO energy: -8.06 eV. As for the energy above the lowest of the compared OMol25 structures with the same formula, charge and spin: 0.0 kcal per mole. Its orbital gap is 0.303 Eh. As for the SMILES: CCC[C@H]([N+](C)(C)C)S(=O)(=O)[S-]. As for the charge: 0.

natural (NBO) atomic charge list, values in e, 2 entries: atom 1 (C): -0.60, atom 2 (C): -0.43